#1
# C4H6ClNOS

A single C4H6ClNOS molecule (the ωB97M-V functional and the def2-TZVPD basis, the Open Molecules 2025 dataset).

Results
E_LUMO ... 0.66 eV
SMILES string ... N/C=C(\CCl)C(=O)S
HOMO ... -8.711 eV

The geometry in XYZ format:
```
14
C4H6ClNOS | the Open Molecules 2025 dataset | the ωB97M-V functional and the def2-TZVPD basis
C 1.0404 -0.7303 0.0290
C 0.0549 0.2286 -0.0367
C -1.0043 0.2265 0.9806
C 0.1535 1.1270 -1.1848
H 0.3039 -2.0128 1.3834
H 1.8006 -2.4262 0.8281
H 1.9142 -0.6373 -0.6518
H -1.7557 1.0126 0.7877
H -0.6966 0.4235 2.0513
H -0.7551 2.5237 -2.6035
N 1.0913 -1.7582 0.8787
O 1.0514 1.0556 -1.9497
S -1.2232 2.2702 -1.3897
Cl -1.9753 -1.3028 0.8773
```

#2
# C4H6ClNOS

2 unconnected molecules or ions with the total composition C4H6ClNOS (the ωB97M-V functional and the def2-TZVPD basis, the Open Molecules 2025 dataset).

Results
E_LUMO ... -0.08 eV
HOMO ... -9.542 eV

The geometry in XYZ format:
```
14
C4H6ClNOS | the Open Molecules 2025 dataset | the ωB97M-V functional and the def2-TZVPD basis
C 2.5352 -1.8018 0.2680
C -1.7506 0.6644 -0.4133
C -0.8703 1.3195 0.3155
C 1.6728 -0.8643 0.0184
N 3.4362 -2.5141 0.6166
O 3.4040 0.2759 -1.5815
S 2.1924 0.6097 -0.8745
Cl 2.7958 1.7514 0.8200
H 3.8354 -3.3075 0.1538
H -2.5121 0.0506 0.0388
H -1.7593 0.7093 -1.4904
H -0.8908 1.2723 1.3941
H -0.1110 1.9512 -0.1136
H 0.6474 -0.8581 0.3199
```

Q: Which of them is the most stable? A: #1.

#1
# C8H19NO

A single C8H19NO molecule (the ωB97M-V functional and the def2-TZVPD basis, the Open Molecules 2025 dataset).

Results
E_LUMO ... 0.76 eV
SMILES string ... CC(C)(C)C(C)(C)[C@@H](N)O
HOMO ... -9.429 eV

The geometry in XYZ format:
```
29
C8H19NO | the Open Molecules 2025 dataset | the ωB97M-V functional and the def2-TZVPD basis
C 0.6707 0.2725 -0.0788
C -0.9659 0.1761 0.2507
C 1.3370 -1.1136 0.1295
C 1.3482 1.2702 0.8990
C 0.9144 0.8101 -1.5076
C -1.7752 -0.3919 -0.9353
C -1.2760 -0.6781 1.4982
C -1.5407 1.5881 0.5261
N 0.9333 -2.2134 -0.6910
O 2.7731 -0.9398 -0.1682
H 3.0407 -1.8323 -0.4458
H 1.2946 -1.4063 1.1822
H 0.0659 -2.6182 -0.3545
H 0.8611 -1.9202 -1.6612
H 0.9907 2.2934 0.7460
H 2.4329 1.2949 0.7484
H 1.1731 0.9920 1.9425
H 0.3992 1.7625 -1.6673
H 0.5718 0.1156 -2.2795
H 1.9810 0.9855 -1.6850
H -1.7189 0.2607 -1.8127
H -2.8388 -0.4716 -0.6767
H -1.4553 -1.3911 -1.2316
H -0.7054 -0.3443 2.3701
H -2.3387 -0.6129 1.7634
H -1.0667 -1.7390 1.3360
H -2.6327 1.5531 0.6291
H -1.3173 2.2866 -0.2855
H -1.1559 2.0114 1.4594
```

#2
# C8H19NO

A single C8H19NO molecule (the ωB97M-V functional and the def2-TZVPD basis, the Open Molecules 2025 dataset).

Results
E_LUMO ... 0.84 eV
SMILES string ... CC(C)CC(C)(C)N(C)O
HOMO ... -8.206 eV

The geometry in XYZ format:
```
29
C8H19NO | the Open Molecules 2025 dataset | the ωB97M-V functional and the def2-TZVPD basis
C 0.2059 0.7671 0.2050
C -0.3869 -1.5506 -1.0210
C 0.3425 -0.7091 0.3159
C 0.4535 0.7524 2.9700
C 1.0576 1.4326 -0.8747
C -1.2082 1.3299 0.1955
C 0.2219 -1.2478 -2.3749
C -1.9075 -1.5388 -1.0542
N 0.9249 1.2655 1.6952
O 2.3597 1.0571 1.6493
H 2.5021 0.1279 1.9034
H -0.0882 -2.5697 -0.7462
H 1.3870 -1.0298 0.2818
H -0.1709 -1.1301 1.1818
H -0.6342 0.8345 3.0444
H 0.7360 -0.2973 3.1453
H 0.8814 1.3338 3.7968
H 0.5418 1.4911 -1.8359
H 2.0192 0.9322 -1.0125
H 1.2721 2.4671 -0.5819
H -1.1844 2.3736 0.5306
H -1.6282 1.3694 -0.8133
H -1.8814 0.7813 0.8583
H -2.3176 -0.6022 -1.4389
H -0.0264 -2.0427 -3.0901
H -0.1713 -0.3240 -2.8069
H 1.3136 -1.2046 -2.3239
H -2.3358 -1.7475 -0.0696
H -2.2779 -2.3215 -1.7293
```

Q: Which of them is the most stable? A: #1.

#1
# C9H16N3

2 unconnected molecules or ions with the total composition C9H16N3 (the ωB97M-V functional and the def2-TZVPD basis, the Open Molecules 2025 dataset).

Results
E_LUMO ... -3.02 eV
Charge ... +1
HOMO ... -11.559 eV

The geometry in XYZ format:
```
28
C9H16N3 | the Open Molecules 2025 dataset | the ωB97M-V functional and the def2-TZVPD basis
C 0.3971 -0.0368 3.6192
C -1.6961 0.7223 2.5194
N -0.4837 0.2193 2.4469
N -2.1702 1.1463 3.7198
N -2.5202 0.7582 1.4680
H -0.2616 -0.3134 1.6138
H -1.9971 0.5980 4.5419
H -2.5889 2.0531 3.7979
H -2.1269 0.8420 0.5352
H -3.3166 1.3773 1.5264
H 0.7416 0.9249 3.9896
H 1.1700 -0.6698 3.2030
H -0.1501 -0.4758 4.4479
C 2.4275 1.1756 -2.9776
C 0.4919 -1.5042 -1.0804
C -0.3096 -2.0148 -2.0909
C 1.4179 -0.5059 -1.3143
C 1.5060 0.0312 -2.5971
C -0.2934 -1.4546 -3.3586
C 0.6183 -0.4193 -3.5597
H 0.3416 -2.0134 -0.1404
H -0.8787 -2.8901 -1.8268
H 2.0778 -0.1185 -0.5519
H -0.8067 -1.8467 -4.1715
H 3.2171 1.2630 -2.2358
H 1.8491 2.1035 -2.9365
H 0.6711 -0.0061 -4.5623
H 2.6726 1.0546 -4.0251
```

#2
# C9H16N3

2 unconnected molecules or ions with the total composition C9H16N3 (the ωB97M-V functional and the def2-TZVPD basis, the Open Molecules 2025 dataset).

Results
E_LUMO ... -3.08 eV
Charge ... +1
HOMO ... -12.039 eV

The geometry in XYZ format:
```
28
C9H16N3 | the Open Molecules 2025 dataset | the ωB97M-V functional and the def2-TZVPD basis
C -2.7127 -0.6346 0.1687
C 0.1379 1.7198 -0.6676
C -0.6430 0.6984 -0.1105
C -0.3044 2.5038 -1.7362
C -1.9755 0.4930 -0.4634
C -1.5746 2.2012 -2.1556
C -2.4097 1.2614 -1.5515
H 1.1887 1.7621 -0.3990
H 0.0146 0.0458 0.4366
H 0.2395 3.2966 -2.2135
H -1.8430 2.6643 -3.1000
H -3.3930 -0.1367 0.8577
H -1.9866 -1.2843 0.6643
H -3.4228 1.2620 -1.8991
H -3.3885 -1.1894 -0.5003
C 0.2926 -2.5969 1.6958
C 2.0387 -1.0824 0.8792
N 1.5699 -2.3387 0.9414
N 1.9573 -0.3253 2.0092
N 2.8372 -0.5077 -0.0648
H 1.8083 -2.8976 0.1365
H 1.3028 -0.5966 2.7281
H 1.9484 0.6566 1.7453
H 2.8809 0.4917 -0.1296
H 3.1527 -1.2519 -0.6682
H 0.4611 -3.2496 2.5462
H -0.1772 -3.3115 0.9788
H -0.2212 -1.6951 1.9587
```

Q: Which of them is the most stable? A: #1.

#1
# C2H9NOS2

2 unconnected molecules or ions with the total composition C2H9NOS2 (the ωB97M-V functional and the def2-TZVPD basis, the Open Molecules 2025 dataset).

Results
E_LUMO ... 0.33 eV
SMILES string ... CSS.NCO
HOMO ... -9.054 eV

The geometry in XYZ format:
```
15
C2H9NOS2 | the Open Molecules 2025 dataset | the ωB97M-V functional and the def2-TZVPD basis
C -0.2718 -1.7444 -2.2406
S -0.1326 -0.2974 -1.1501
S -2.0853 0.3544 -1.0642
H -1.1226 -2.3696 -2.0045
H -0.4655 -1.3821 -3.2417
H 0.6116 -2.3423 -2.0103
H -2.2787 0.2978 0.2574
N 1.2602 1.8200 1.9430
C 1.3109 0.4497 2.4752
O 1.9165 -0.4450 1.5789
H 1.3363 1.8456 0.9327
H 0.3762 2.2578 2.1668
H 0.2936 0.1155 2.7052
H 1.8718 0.4699 3.4099
H 1.6222 -0.1541 0.6999
```

#2
# C2H9NOS2

2 unconnected molecules or ions with the total composition C2H9NOS2 (the ωB97M-V functional and the def2-TZVPD basis, the Open Molecules 2025 dataset).

Results
E_LUMO ... 0.60 eV
SMILES string ... CSS.NCO
HOMO ... -8.221 eV

The geometry in XYZ format:
```
15
C2H9NOS2 | the Open Molecules 2025 dataset | the ωB97M-V functional and the def2-TZVPD basis
C -3.0208 -0.6842 2.2246
S -1.2534 -1.0632 1.5547
S -0.8987 -2.3387 0.0476
H -2.9746 -0.6598 3.2594
H -3.8355 -1.3503 2.0727
H -3.2938 0.2251 1.8085
H 0.0697 -1.5537 -0.6676
N 2.2043 1.0773 -0.2296
C 2.2008 0.6065 -1.6065
O 0.9552 0.8383 -2.2655
H 2.1996 2.0339 -0.0813
H 1.3282 0.7812 0.2757
H 2.9232 0.9272 -2.2633
H 2.4173 -0.5669 -1.4958
H 0.9785 1.7274 -2.6336
```

Q: Which of them is the most stable? A: #1.